1.
36
Properties=species:S:1:pos:R:3:forces:R:3 method="wB97M-V/def2-TZVPD" orbital_gap_ev="9.155 / 6.116" energy_ha=-2718.9213 multiplicity=6 charge=+2
H -2.2341 -0.4161 -1.9509 -1.170 0.382 0.372
H 1.6131 0.0345 -2.6853 0.386 0.485 -0.301
H 2.3155 1.6497 1.7715 0.391 -0.185 0.410
O -1.4660 -0.4268 -2.4908 0.977 0.500 -0.182
Fe -0.1108 -1.0036 0.7643 -0.669 -4.896 0.426
H -1.6496 0.2125 2.4896 -0.403 0.917 -0.595
H -3.2091 1.4186 -0.6934 0.940 1.628 -0.423
O -3.7258 0.6629 -0.5157 0.151 -1.781 0.917
O 1.5717 -0.8523 -3.0346 -0.633 -1.587 0.638
O 0.4475 -2.1585 -0.8272 0.640 -0.550 -0.088
H -1.2008 -0.9380 3.2013 0.302 -1.170 0.960
H -4.3834 0.6424 -1.1982 -0.897 -0.015 -0.613
H 3.2858 -1.2758 -0.8887 -0.405 -0.547 -0.489
O -2.0232 -1.4598 0.1063 -0.409 -1.685 0.069
O -0.9180 -0.4042 2.4671 -0.559 0.414 1.009
O 1.5539 -1.3996 1.7774 -0.704 -0.578 -1.502
H -2.7104 -0.8326 -0.1743 -0.465 0.912 0.216
F 1.4668 2.3692 0.3177 0.433 1.378 1.651
H -2.3329 -2.3272 -0.2399 0.475 0.502 0.387
H 0.9050 -2.9663 -0.5717 0.018 -0.508 0.062
H 2.8623 0.1646 -0.4686 -0.682 0.611 -0.444
O -0.5482 0.6972 0.1784 -5.203 -1.172 2.849
H -1.3797 -1.3492 -2.7055 0.351 -0.605 -0.603
H 2.0601 -0.5575 1.8414 0.905 1.024 0.428
O 0.8175 0.2851 -0.0878 2.164 -3.176 1.807
P 0.2876 1.7998 -0.5327 2.245 7.547 -5.517
H 2.3763 1.1515 3.2698 0.570 -0.238 -1.450
H -2.7372 3.5117 0.6431 0.380 0.209 0.382
O -1.7880 3.6322 0.8197 -0.011 -0.770 -0.044
H -1.5396 3.0274 1.5393 -0.516 0.607 -0.106
H 2.4299 -1.1411 -3.3488 0.304 0.324 -0.252
O 3.5605 -0.4633 -0.4934 1.409 -0.024 0.867
H 1.0251 -1.8018 -1.5731 -0.578 0.579 -0.341
H 1.4802 -1.7426 2.6435 0.238 -0.826 1.719
F 1.3014 1.3568 -1.6776 0.806 1.911 -3.456
O 2.5962 0.9001 2.3280 -0.781 0.381 1.235


2.
10
Properties=species:S:1:pos:R:3:forces:R:3 method="wB97M-V/def2-TZVPD" orbital_gap_ev=3.541 energy_ha=-591.2780 charge=+4
H 6.5537 -9.7980 -23.2160 -0.096 -0.031 -0.082
O 4.0163 -5.9175 -23.5588 1.290 0.041 0.009
H 7.2100 -10.5491 -24.3790 0.216 -0.533 -0.361
H 3.4489 -5.2188 -23.9189 -0.147 0.295 -0.260
F 7.1356 -9.9566 -20.7065 -5.648 3.401 1.599
H 3.4359 -6.4292 -22.9905 -0.325 -0.076 -0.170
O 7.2434 -10.4405 -23.4144 -0.097 0.253 0.239
F 6.0063 -7.8933 -22.3403 -2.049 -0.639 3.637
Hf 5.1278 -8.6924 -20.2673 7.491 -3.195 -4.084
Pb 6.7179 -6.0014 -23.9197 -0.634 0.483 -0.527


3.
9
Properties=species:S:1:pos:R:3:forces:R:3 method="wB97M-V/def2-TZVPD" orbital_gap_ev=9.819 energy_ha=-1179.4256 smiles=F[SiH2]S[SiH2]F
Si 0.5418 -0.1554 1.6178 0.606 0.994 -0.196
S 0.3943 -1.3884 -0.0787 -0.941 -0.022 -1.245
H -2.1000 0.4362 -1.5626 1.047 -0.743 -0.073
H 2.0220 0.1159 2.0772 -1.521 -0.326 -0.419
Si -0.6273 0.0046 -1.5960 2.129 0.025 1.002
F -0.0844 -0.5810 -3.0019 -1.005 -0.072 0.408
H 0.3972 1.0286 -1.2999 -0.804 0.563 -0.343
H -0.3668 -0.7199 2.5854 0.056 -0.242 0.753
F -0.1767 1.2594 1.2586 0.433 -0.177 0.111


4.
9
Properties=species:S:1:pos:R:3:forces:R:3 method="wB97M-V/def2-TZVPD" orbital_gap_ev=8.777 energy_ha=-1179.3848 smiles="F[SiH2]F.[SiH2]=S"
H 1.7997 -1.5266 2.2520 -0.163 -0.274 -0.400
F -1.0520 2.8215 -0.2557 -1.207 1.960 1.024
H -0.4215 -1.3186 1.3571 0.755 -0.658 -0.438
H -1.0309 1.3356 -1.9231 0.157 -1.001 -0.499
H 1.1853 2.4775 -1.4471 -0.777 -0.304 0.013
F 0.4306 0.9919 0.3259 -0.237 -0.334 -0.883
Si 0.9910 -1.8186 1.0180 -0.358 0.978 0.573
Si -0.0937 1.8432 -0.9574 2.133 -0.350 0.362
S 1.7510 -2.4470 -0.6593 -0.303 -0.018 0.247


5.
4
Properties=species:S:1:pos:R:3:forces:R:3 method="wB97M-V/def2-TZVPD" orbital_gap_ev=10.698 energy_ha=-254.8974 smiles=FNF
N -0.0808 -0.2176 0.0365 -0.974 -3.109 -0.648
H 0.7236 -0.4175 0.6923 -1.178 2.073 -0.335
F 0.5558 0.0197 -1.2410 -1.352 1.324 2.274
F -1.1986 0.6154 0.5122 3.504 -0.289 -1.291


6.
6
Properties=species:S:1:pos:R:3:forces:R:3 method="wB97M-V/def2-TZVPD" orbital_gap_ev=9.200 energy_ha=-728.3641 smiles="FSF.N=O"
F -1.9836 0.8313 -0.4427 -0.162 -0.845 0.596
O 1.1540 1.0659 0.5033 0.727 -0.916 -0.488
S -2.1709 -0.5114 0.4519 1.042 0.206 -1.189
H 2.2200 -0.4306 0.0921 -0.347 0.322 0.343
N 1.8007 0.4603 -0.3138 -0.401 0.589 0.145
F -1.0202 -1.4156 -0.2907 -0.860 0.645 0.593


7.
6
Properties=species:S:1:pos:R:3:forces:R:3 method="wB97M-V/def2-TZVPD" orbital_gap_ev=9.418 energy_ha=-1015.1460
O 0.4758 -1.3360 0.9190 -2.304 3.574 -2.214
F -0.5726 1.3752 0.9055 0.439 -0.226 -0.214
S 0.7784 0.8458 -1.8018 -1.254 -0.434 1.971
H 1.4155 -1.2508 0.7256 0.230 0.166 -0.236
P -0.3007 0.3785 -0.2460 1.743 -2.864 0.454
F -1.7964 -0.0128 -0.5023 1.145 -0.216 0.239


8.
4
Properties=species:S:1:pos:R:3:forces:R:3 method="wB97M-V/def2-TZVPD" orbital_gap_ev=10.817 energy_ha=-541.7031 smiles=FPF
P 0.1581 -0.0435 -0.6044 -1.611 0.095 2.169
F 0.5405 1.1947 0.3495 -0.305 -0.153 -0.726
F 0.8103 -1.1221 0.4272 -0.974 0.375 -0.937
H -1.5089 -0.0291 -0.1722 2.890 -0.317 -0.505


9.
6
Properties=species:S:1:pos:R:3:forces:R:3 method="wB97M-V/def2-TZVPD" orbital_gap_ev="7.694 / 11.230" energy_ha=-459.4100
N 0.4631 0.4140 -1.0936 -1.243 -1.158 5.873
O 1.4412 -0.1478 -0.7793 1.763 -0.213 -2.065
F -0.4948 0.6744 1.5844 -0.561 -1.362 -0.695
F -0.1651 -1.4181 1.2380 0.312 -0.303 0.212
O -0.2822 0.9251 -1.7923 -0.506 1.284 -3.918
N -0.9623 -0.4476 0.8428 0.235 1.754 0.593


10.
6
Properties=species:S:1:pos:R:3:forces:R:3 method="wB97M-V/def2-TZVPD" orbital_gap_ev="10.220 / 11.084" energy_ha=-459.4328 multiplicity=3
F -1.6679 -1.0619 -0.0820 -0.054 0.533 0.095
O 1.5743 -1.1090 0.3610 1.156 -1.125 1.100
N -1.3232 0.1823 -0.4848 -0.218 -0.105 -0.092
N 1.4137 -0.0407 -0.0777 -2.365 -0.078 -1.654
F -1.8899 1.0099 0.4129 -0.023 -0.398 -0.029
O 1.8929 1.0195 -0.1294 1.504 1.174 0.579


11.
10
Properties=species:S:1:pos:R:3:forces:R:3 method="wB97M-V/def2-TZVPD" orbital_gap_ev=4.316 energy_ha=-1565.5782 charge=+1
O -1.2331 0.4852 1.8120 1.835 -1.044 -1.849
S -0.4333 0.2564 -1.2303 -3.610 2.504 -7.651
O -0.4887 -0.9201 -2.0874 1.416 1.752 2.334
F 0.3074 1.3538 -2.2397 0.119 -1.319 2.081
Sn 3.5032 0.3426 1.0472 -2.755 -0.318 -0.528
O -0.9189 -1.5976 0.4754 1.226 2.046 0.665
O -1.7375 0.9470 -1.0314 3.924 -1.790 0.990
S -0.3669 -0.3525 0.9936 -6.386 -4.041 8.761
N 0.6477 0.3133 0.1316 3.139 2.301 -4.809
F 0.7202 -0.8281 2.1291 1.092 -0.091 0.007


12.
43
Properties=species:S:1:pos:R:3:forces:R:3 method="wB97M-V/def2-TZVPD" orbital_gap_ev=9.849 energy_ha=-6244.3852 charge=-5
F 0.9516 -2.0159 -2.4815 -0.308 -0.976 -0.438
F 0.9867 -4.2961 -3.1496 1.816 -0.188 -0.743
F -0.2163 3.0333 -1.8401 0.346 -0.398 0.346
F 5.7668 0.1893 0.4720 0.040 -0.669 1.436
F 1.3719 1.5085 -4.2663 -1.365 -0.616 -0.023
F -3.0453 -0.3605 -1.7767 -0.523 1.827 -0.730
P 4.1701 -0.1568 0.7517 -1.933 -0.891 -1.798
P 0.0847 -3.3652 -2.2584 -2.859 0.426 1.286
F 4.0261 -0.0733 -0.8663 1.006 -1.203 -0.781
F 3.8364 1.3958 0.7305 0.398 0.877 1.284
F -1.4782 4.0214 1.6911 -1.036 0.819 -2.077
F -0.9946 -2.5748 -1.3690 -0.202 1.000 -0.304
F -1.2912 -1.9520 1.5829 -0.510 -0.621 -1.050
F -0.8211 -4.6903 -1.9544 -0.519 -0.998 -0.281
F 4.2608 -0.1791 2.4021 0.279 0.140 -1.547
F 0.7865 -1.5590 2.4555 -0.607 0.196 0.080
F -0.3978 0.8930 -2.7588 0.585 0.919 -0.581
P -3.8799 0.5220 -0.6648 1.343 -2.204 0.964
F -1.1462 -0.8676 3.5508 -0.096 -1.183 -0.129
F -1.8169 -3.2046 3.4723 -1.092 0.633 -0.291
K -0.0588 -0.2914 -0.2242 0.026 0.135 0.051
P -0.3119 3.1380 2.2576 2.668 0.683 0.359
F -4.8354 -0.8318 -0.6163 -0.849 0.853 0.532
P -0.5865 -2.2878 2.9229 2.384 0.045 2.688
F -0.5763 2.9017 -4.0156 -0.529 -1.071 -0.896
F 0.8342 2.1848 2.9438 -0.486 1.188 0.323
F 0.1004 4.5052 3.1199 0.570 -0.271 1.158
F 1.6561 1.6678 -2.0254 -0.394 -0.033 0.323
F -1.3605 2.7815 3.4343 0.223 -1.124 0.522
F -4.9733 1.2154 -1.7136 0.928 -0.465 0.338
F 0.1101 -3.6929 2.4682 -0.416 -0.121 -0.949
F -0.6283 1.9181 1.2998 -0.755 -0.021 -0.171
F 0.0984 -2.6012 4.4140 0.199 0.499 0.304
F -4.6443 1.2062 0.6051 -0.626 -0.214 -0.535
F 0.8571 -3.6875 -0.8771 1.088 -0.054 -0.600
P 0.5212 2.2227 -3.0142 0.338 -0.237 -0.168
F 1.4292 3.4837 -3.3882 1.075 1.740 0.503
F 2.5578 -0.4634 0.6486 0.687 -0.433 1.679
F -0.8799 -3.1032 -3.6220 0.997 0.261 0.703
F 4.4721 -1.8445 0.7930 0.174 2.160 -0.313
F -2.9051 1.7838 -0.7384 -0.379 -0.229 -0.757
F 0.8381 3.7312 1.1872 -1.164 -0.751 0.281
F -2.8687 -0.2048 0.4176 -0.517 0.570 0.005